1.
ORCA calculation (ωB97M-V/def2-TZVPD) on a molecular structure, C48H41BrN9O3STi at a distorted geometry.

Structure (XYZ):
```
104
Properties=species:S:1:pos:R:3:mulliken_charge:R:1
C 2.21 -0.96 4.74 -0.972
C 3.88 0.74 -3.63 0.510
C 2.31 5.12 0.65 -1.152
C 3.59 -0.60 -3.42 -1.399
H 1.11 -3.82 -1.55 -0.022
C -0.49 -1.48 -2.51 0.556
H 6.81 -3.38 2.89 0.447
H -0.59 5.27 6.40 0.428
H 5.01 1.81 -5.12 0.346
C 2.08 3.76 0.56 -0.082
H -3.51 -3.10 2.06 0.473
H -3.99 3.15 1.45 0.228
C 2.94 1.68 -3.23 -0.475
C 5.92 -3.29 2.28 -0.563
C 5.21 -2.09 2.26 -1.347
H -2.37 -4.27 -2.18 0.445
H 1.79 -4.97 -0.38 0.600
C 2.92 1.41 0.15 -0.647
C 1.28 -2.02 2.83 -0.629
C 2.02 -2.11 4.00 -1.406
H 2.19 -2.03 -2.68 0.711
H -1.85 -4.74 -5.84 0.391
C -2.80 -2.73 1.34 -1.452
C -1.54 3.59 5.45 -0.959
H 1.18 3.76 -3.78 0.604
H 1.51 5.03 5.10 0.454
H 6.04 -5.30 1.54 0.418
N 0.03 2.18 -1.19 0.797
C -0.36 -1.55 -3.91 -0.222
Ti 0.11 0.14 0.00 -0.727
H -2.46 3.69 6.02 0.419
N 0.75 -0.89 2.40 1.221
C 4.42 3.38 0.13 -0.654
N -1.67 -2.40 -0.52 0.081
C 4.35 -4.25 0.74 -1.009
H 4.03 -5.10 0.15 0.437
H 4.31 -1.36 -3.71 0.382
C 2.00 -4.08 -0.99 -1.901
C 0.87 0.21 3.16 0.675
C 0.82 3.31 4.02 -0.024
H 5.66 5.13 0.11 0.477
C -2.68 -3.10 0.03 -0.261
O 3.78 0.68 -0.24 -0.640
H -2.24 1.90 4.34 0.489
H 3.16 2.74 -3.34 0.556
H 5.78 1.76 -3.53 0.317
C -1.81 -3.49 -2.67 -0.573
O 1.67 0.98 0.45 1.313
C -1.42 2.58 4.51 -0.224
C 2.39 -2.93 -0.09 0.534
N 0.22 -0.47 -1.81 1.039
C -1.29 -2.44 -1.91 -0.229
H 5.55 -1.24 2.84 0.492
C 3.64 -3.06 0.71 0.728
C -0.06 1.33 2.81 0.378
N -1.87 2.02 1.68 -1.756
C 3.60 5.60 0.49 -0.215
C 5.49 -4.37 1.52 -0.881
C 0.65 3.50 -2.88 -0.169
H 0.21 -0.77 -4.40 0.643
H 1.50 5.81 0.85 0.561
N -0.79 1.17 1.76 1.931
C -0.91 -2.57 -4.65 -1.262
C -0.29 4.19 -2.15 -1.596
C 2.40 -0.98 -2.82 0.033
C 1.45 -0.05 -2.42 -0.084
H 1.69 1.12 4.93 0.565
H 1.75 3.19 3.47 0.765
H 2.81 -4.34 -1.67 0.510
C -0.24 2.44 3.78 -0.312
H 1.08 3.38 0.69 0.612
H -1.60 -1.19 2.40 0.386
N -1.14 -1.55 0.40 1.229
C -2.20 -4.74 -4.81 -1.593
C -1.63 -3.59 -4.03 0.289
H -3.29 -4.70 -4.83 0.325
C 5.18 1.18 -4.25 -1.581
Br 3.93 7.45 0.64 -0.164
C 0.69 4.34 4.94 -1.123
C -1.82 -1.76 1.52 -0.466
N -3.79 2.56 0.66 -0.382
H -4.47 2.44 -0.06 0.246
C -0.49 4.48 5.66 -0.520
C -0.65 3.32 -1.12 -0.299
O 1.66 -1.96 -0.05 1.157
H 2.80 -0.99 5.66 0.505
H -1.36 3.49 -0.32 0.378
H -1.92 -5.70 -4.36 0.358
H -0.68 5.18 -2.35 0.485
H 2.44 -3.06 4.31 0.502
H -3.27 -3.80 -0.54 0.426
S -2.43 0.72 -0.65 -0.478
H 5.78 0.32 -4.56 0.416
C 4.07 -1.98 1.48 0.546
H -0.77 -2.58 -5.73 0.387
H 1.10 -2.89 2.22 0.833
C 1.61 0.22 4.33 -0.989
H 5.22 2.68 -0.09 0.524
C 1.74 1.29 -2.65 -0.404
N 0.83 2.31 -2.27 0.043
H 3.52 -1.06 1.43 0.419
C -2.68 1.79 0.68 0.524
C 3.13 2.88 0.29 0.869
C 4.66 4.74 0.23 -0.569
```

Output
Total charge: +1
LUMO (eV): -3.19
Energy relative to the best compared isomer or geometry (same formula, charge and spin) (kcal per mole): 0.0



2.
ORCA calculation (ωB97M-V/def2-TZVPD) on a molecular structure, H9O4 at a distorted geometry.

Structure (XYZ):
```
13
Properties=species:S:1:pos:R:3:nbo_charge:R:1
H -0.43 -1.98 -0.85 0.528
H 2.36 1.41 -1.28 0.499
H 2.08 2.40 -0.12 0.500
H -0.70 -0.07 -0.70 0.521
H -0.58 -1.37 0.51 0.538
O 1.68 1.93 -0.85 -0.988
H -0.62 -2.42 2.36 0.493
H -0.86 -1.09 2.98 0.508
O -0.26 -1.14 -0.39 -0.872
O -1.01 -1.56 2.15 -0.959
H -0.51 1.07 -2.00 0.521
O -0.85 1.05 -1.10 -0.842
H -0.29 1.75 -0.70 0.551
```

Output
Total charge: +1
LUMO (eV): -3.40
Energy relative to the best compared isomer or geometry (same formula, charge and spin) (kcal per mole): 17.4



3.
ORCA calculation (ωB97M-V/def2-TZVPD) on 12 unconnected molecules or ions with the total composition C16H56O12 at a distorted geometry.

Structure (XYZ):
```
84
Properties=species:S:1:pos:R:3:mulliken_charge:R:1
H -6.40 2.41 3.29 0.256
H 4.75 -3.87 3.67 0.235
C 3.92 -4.49 4.01 -0.517
C 2.76 2.53 6.54 -1.025
C 0.41 -0.31 0.11 -0.527
H 4.27 3.72 -4.63 0.261
C -0.15 -7.26 -0.33 -0.484
H -6.95 4.81 2.43 0.321
H 2.66 3.57 -3.91 0.216
H -4.02 2.71 1.95 0.291
O 1.79 0.33 5.99 -0.502
H 4.69 2.44 -3.01 0.307
O 0.52 1.09 -0.05 -0.470
H 6.65 -2.49 -0.51 0.259
C 2.66 1.41 5.59 -0.146
C 6.13 -1.55 -0.67 -0.513
H 4.00 -4.66 5.08 0.245
H -3.16 -3.37 -3.72 0.211
H -4.86 2.18 -2.99 0.280
H -0.07 8.98 1.83 0.303
H -3.04 3.40 -1.73 0.183
C -6.11 -2.97 1.13 -0.457
H 4.61 -5.74 -6.14 0.232
H 0.87 -5.86 0.23 0.317
H 2.85 -5.45 -5.98 0.232
C -5.95 4.43 2.67 -0.858
H 0.43 8.76 0.20 0.343
O 2.71 -3.82 3.74 -0.483
H 3.59 -6.81 -5.21 0.253
H 1.50 8.41 1.57 0.309
C -3.21 3.17 -2.78 -0.433
H 1.80 2.98 6.81 0.334
H -3.47 -4.44 -5.07 0.323
H 0.96 0.66 6.35 0.287
H 3.95 -5.47 3.54 0.217
H 0.82 -0.85 -0.75 0.237
O -1.36 -1.81 -4.89 -0.510
H 5.24 -1.59 -0.04 0.211
H -1.18 -6.95 -0.15 0.196
H -0.13 5.31 2.26 0.295
H 6.80 -0.78 -0.28 0.240
O -4.41 2.58 2.82 -0.485
H 5.30 -1.84 -2.42 0.289
O 3.96 -5.07 -4.24 -0.466
H -1.05 6.97 0.79 0.214
H -1.88 -1.28 -4.28 0.308
O -3.92 1.97 -3.06 -0.482
H -2.03 -2.91 -6.51 0.277
O 5.87 -1.19 -1.99 -0.485
H 2.65 -3.13 4.40 0.301
C -0.01 6.89 1.12 -0.036
H -5.74 -3.82 1.70 0.220
H 3.71 4.96 -3.53 0.212
H -1.77 -4.29 -4.39 0.226
H 3.63 0.90 5.58 0.222
H -2.22 2.86 -3.11 0.173
H -3.57 4.03 -3.35 0.281
O 0.70 -6.22 -0.64 -0.475
H 3.45 3.30 6.18 0.318
H 0.36 -7.61 0.57 0.256
C -2.35 -2.60 -5.51 -0.336
H 2.49 1.77 4.58 0.229
H -7.71 -1.85 1.05 0.290
H -0.17 -7.98 -1.16 0.189
H 3.09 -5.03 -3.85 0.298
H -0.62 -0.62 0.31 0.219
H -5.45 -2.16 1.46 0.219
O 0.10 6.23 2.39 -0.522
H 1.45 1.25 -0.26 0.291
O -7.49 -2.64 1.55 -0.499
H 0.93 -0.65 1.01 0.249
C 0.49 8.30 1.19 -1.159
C -5.78 2.89 2.53 -0.279
H -5.26 4.93 1.99 0.247
H 3.22 2.18 7.46 0.284
H -6.02 2.53 1.53 0.254
C 3.76 -5.76 -5.46 -0.549
C -2.71 -3.79 -4.62 -0.782
O 4.29 3.22 -2.62 -0.489
H 0.53 6.33 0.37 0.253
H -3.13 -1.86 -5.67 0.281
H -6.03 -3.19 0.06 0.227
H -5.66 4.73 3.68 0.254
C 3.68 3.89 -3.74 -0.507
```

Output
Total charge: 0
Structure (SMILES): CCO.CCO.CCO.CCO.CO.CO.CO.CO.CO.CO.CO.CO
LUMO (eV): 0.04
Energy relative to the best compared isomer or geometry (same formula, charge and spin) (kcal per mole): 100.9



4.
ORCA calculation (ωB97M-V/def2-TZVPD) on 8 unconnected molecules or ions with the total composition C32H64ClN7O8P at a distorted geometry.

Structure (XYZ):
```
113
Properties=species:S:1:pos:R:3:mulliken_charge:R:1
N -3.56 0.32 0.27 0.192
N 3.45 6.97 3.66 0.132
C -4.76 -0.08 -0.46 -0.986
C -3.11 5.14 -1.08 0.491
O -0.54 -10.47 -1.93 -0.644
C 7.44 -5.15 -1.91 -0.914
H 0.56 8.46 1.59 0.343
H -5.64 5.69 1.09 0.495
H -1.49 -4.63 -2.23 0.141
N 0.03 -3.88 -1.02 0.451
H 1.95 -10.88 -0.83 0.309
H -4.33 8.11 -2.18 0.451
H -1.02 3.96 6.12 0.391
N -2.72 -7.73 -3.61 0.143
H -0.71 -7.62 -4.20 0.256
H 3.76 8.98 4.11 0.400
H -5.11 0.75 -1.08 0.296
H 0.44 -7.14 -0.50 0.053
H 0.92 9.49 0.19 0.315
C -3.26 6.29 -1.86 -0.357
H 2.11 -7.66 -0.22 0.370
H 0.68 5.53 0.97 -0.020
H 2.38 8.67 3.05 0.137
H 1.48 2.20 3.99 0.310
H -0.31 3.04 -0.95 0.620
O -4.66 2.00 1.31 -0.732
H -1.50 -9.20 -4.45 0.400
C 1.06 -7.89 -0.02 -0.700
H 0.39 -4.31 0.94 0.380
H -0.69 -8.44 -1.78 -0.042
C 1.44 -10.37 -0.01 -1.024
H -1.58 3.99 2.87 0.175
H 1.64 -2.70 -1.66 0.325
C 5.04 -5.63 -2.05 0.093
H 6.62 -2.86 -1.21 0.369
C 1.45 -3.72 -1.30 -1.115
H -0.99 8.62 -0.77 0.637
C -4.24 7.23 -1.57 -0.793
H -2.64 6.45 -2.73 0.606
O 3.86 -5.36 -1.96 -0.586
C 0.73 8.47 0.52 -1.388
H -4.19 -8.33 -2.23 0.298
H -2.05 -0.38 -0.98 0.321
C -0.84 3.89 -0.52 0.507
H -1.63 -2.91 -1.84 0.022
H -5.86 7.73 -0.27 0.429
C 5.70 -3.42 -1.38 -0.893
C 0.04 6.77 -1.23 -1.158
C -0.42 -4.20 0.20 -0.041
C 2.58 5.99 3.40 0.160
C 0.65 2.23 4.68 -1.026
C -3.04 -6.43 -3.51 0.125
C 2.93 8.31 3.91 -0.785
H -2.69 -9.27 -2.21 0.267
H 1.65 7.91 0.35 0.359
H 0.17 1.25 4.68 0.330
C 4.88 6.74 3.72 -0.933
H 0.89 -7.85 1.06 0.349
H -4.53 -0.93 -1.09 0.367
H -1.54 -0.03 0.68 0.209
H 1.58 4.72 -0.90 0.168
H 7.52 -6.19 -2.23 0.293
H 5.12 -3.45 -0.46 0.268
H -2.50 -1.48 0.34 0.574
C -5.09 7.01 -0.49 -0.484
O -1.59 -4.36 0.51 -0.619
H 7.94 -4.52 -2.65 0.336
H -0.42 -3.47 -3.03 0.441
C -3.64 1.36 1.11 0.516
H 5.38 7.36 2.97 0.354
H 5.26 7.00 4.70 0.355
C -3.40 -8.76 -2.85 -0.778
O 1.36 6.12 3.36 -0.611
H 1.76 -4.43 -2.06 0.491
H 3.07 5.01 3.24 0.302
H -2.69 1.57 1.61 0.044
P 0.39 5.22 -0.36 0.232
H 2.26 8.30 4.77 0.297
O -2.12 3.52 -2.45 -0.507
H 7.94 -5.04 -0.95 0.335
H -1.86 -7.82 -5.52 0.330
O -0.64 2.28 2.26 -0.757
H 2.17 -10.05 0.73 0.394
H -3.90 4.01 0.57 0.324
C -4.95 5.86 0.28 -0.806
C -2.05 4.16 -1.44 -0.348
N 0.73 -9.21 -0.52 0.102
H 1.01 2.45 5.68 0.400
C -0.87 3.17 3.08 0.276
H 0.31 4.90 5.41 0.317
C -2.34 -0.43 0.07 -1.072
C -1.63 -8.12 -4.50 -0.973
H -3.85 -9.49 -3.53 0.325
N -0.30 3.26 4.28 0.259
C -0.45 7.85 -0.25 0.262
H 0.99 7.12 -1.62 0.618
H 5.11 -2.93 -2.15 0.283
N 6.04 -4.77 -1.79 0.121
H 5.10 5.70 3.51 0.292
H -1.11 3.60 0.49 -0.578
C -0.22 -9.39 -1.46 0.491
H -1.32 5.03 4.74 0.286
H -0.60 6.61 -2.08 0.315
C -0.93 -3.71 -2.10 -0.689
H 0.74 -11.07 0.44 0.303
C -3.97 4.91 -0.01 0.173
C -0.60 4.35 5.19 -0.946
H 5.40 -6.63 -2.36 0.277
Cl -1.57 7.14 0.97 -0.086
H -5.56 -0.34 0.23 0.305
H -3.86 -6.24 -2.81 0.298
H 2.03 -3.89 -0.40 0.245
O -2.46 -5.53 -4.11 -0.634
```

Output
Total charge: +1
LUMO (eV): -2.43



5.
ORCA calculation (ωB97M-V/def2-TZVPD) on 2 unconnected molecules or ions with the total composition C4H14N3 at a distorted geometry.

Structure (XYZ):
```
21
Properties=species:S:1:pos:R:3:nbo_charge:R:1
N -1.48 1.22 -0.77 -0.872
H 0.50 0.56 1.69 0.377
C -0.99 0.72 0.44 0.364
H 0.47 -3.36 -0.51 0.198
H -2.11 0.65 -1.29 0.381
N -1.54 -0.42 1.03 -0.869
H 2.51 -2.26 -1.43 0.197
H -1.29 2.17 -1.01 0.389
H -1.92 -0.28 1.96 0.363
C 1.68 -1.67 -1.06 -0.609
C 0.33 -2.42 -1.03 -0.614
H 1.92 -1.46 0.00 0.195
H 1.23 2.69 1.99 0.205
H -2.24 -0.95 0.54 0.372
H -0.01 -2.62 -2.05 0.192
H -0.29 -1.69 -0.51 0.217
N 0.25 1.13 0.93 -0.639
H -0.27 3.20 1.11 0.177
C 0.59 2.53 1.13 -0.416
H 1.12 2.91 0.25 0.179
H 1.55 -0.65 -1.42 0.212
```

Output
Total charge: 0
LUMO (spin up / spin down) (eV): 0.98 / 0.87
Energy relative to the best compared isomer or geometry (same formula, charge and spin) (kcal per mole): 9.9
Expectation value of S²: 0.7531
Multiplicity: 2